{"formula": "C4H13NP", "method": "the ωB97M-V functional and the def2-TZVPD basis", "smiles": "C[C@@H]([NH3+])[C@@H](C)P", "lumo_energy_ev": -3.597, "e_above_lowest_kj_mol": 282.5, "homo_lumo_gap_ev": 9.8208, "total_charge": 1, "multiplicity": 1, "species": ["H", "C", "H", "H", "H", "H", "H", "C", "C", "H", "H", "C", "H", "P", "H", "N", "H", "H", "H"], "coordinates": [[-0.73, 1.62, -1.13], [0.89, -0.71, -1.30], [1.29, 0.24, -1.73], [0.23, -1.92, 0.41], [1.54, -1.59, -1.64], [-0.69, 0.24, 1.71], [-1.65, 2.17, 0.19], [-0.80, 0.27, 0.51], [-0.79, 1.65, -0.07], [1.33, -0.13, 1.80], [-0.06, -0.88, -1.76], [0.61, -0.82, 0.13], [2.40, -1.16, 1.08], [-2.32, -0.80, 0.24], [0.31, 2.11, 0.37], [1.73, -0.48, 0.95], [2.21, 0.33, 0.51], [-3.18, 0.16, 0.74], [-2.32, -0.30, -0.99]], "lowdin_charge": [0.05, -0.09, 0.12, 0.17, 0.12, 0.12, 0.05, -0.59, -0.13, 0.15, 0.07, -0.38, 0.15, 0.87, 0.15, 0.21, 0.19, -0.09, -0.13]}



{"formula": "C4H13NP2S2", "method": "the ωB97M-V functional and the def2-TZVPD basis", "lumo_energy_ev": 0.487, "e_above_lowest_kj_mol": 0.0, "homo_lumo_gap_ev": 8.8028, "multiplicity": 1, "species": ["H", "P", "C", "S", "C", "H", "H", "C", "P", "H", "H", "H", "H", "N", "H", "S", "H", "H", "C", "H", "H", "H"], "coordinates": [[0.70, -2.27, 0.85], [-1.40, -0.17, 0.00], [-2.75, 1.10, -0.56], [-1.59, -1.94, -0.93], [-1.83, -0.36, 1.84], [-2.81, -0.75, 1.76], [2.79, -0.48, -2.10], [1.80, -0.67, -1.96], [1.42, -0.02, -0.17], [2.29, 1.56, 1.46], [-3.50, 0.41, -0.96], [1.00, -0.19, -2.50], [-3.13, 1.48, 0.36], [0.03, 0.65, -0.09], [-2.32, 1.79, -1.26], [1.98, -1.92, 0.90], [1.53, -1.68, -1.96], [2.70, 2.11, -0.27], [2.64, 1.25, 0.40], [3.54, 0.58, 0.59], [-1.92, 0.61, 2.39], [-1.15, -1.09, 2.23]], "lowdin_charge": [-0.26, 0.22, -0.19, 0.11, -0.22, 0.01, 0.00, -0.18, 0.45, 0.08, 0.03, 0.03, 0.01, -0.44, 0.03, 0.42, -0.01, 0.04, -0.23, 0.05, 0.06, 0.01]}



{"formula": "C4H13NPS", "method": "the ωB97M-V functional and the def2-TZVPD basis", "lumo_energy_ev": [-4.678, -5.672], "e_above_lowest_kj_mol": 153.5, "homo_lumo_gap_ev": [8.0981, 7.2491], "total_charge": 1, "multiplicity": 1, "species": ["H", "S", "H", "C", "H", "C", "H", "H", "H", "H", "H", "C", "H", "H", "H", "P", "N", "C", "H", "H"], "coordinates": [[-2.94, 1.42, 1.21], [1.38, 1.29, 0.39], [-2.17, 0.98, -1.01], [-0.30, -2.38, 1.19], [3.20, 0.12, -0.68], [0.03, -0.22, -2.11], [0.70, -2.45, 1.57], [-1.06, -2.05, 1.88], [-0.85, -0.74, -2.49], [-2.08, 2.87, 0.66], [-1.27, 1.70, 1.71], [-1.97, 1.81, 0.89], [3.46, 0.37, 1.06], [0.15, 0.74, -2.62], [0.90, -0.84, -2.28], [-0.18, 0.10, -0.31], [-1.48, 1.10, -0.28], [2.73, 0.08, 0.30], [-0.59, -3.01, 0.38], [2.35, -0.91, 0.51]], "lowdin_charge": [0.09, 0.64, 0.11, 0.15, 0.04, -0.23, 0.00, 0.00, 0.05, 0.09, 0.07, -0.14, 0.04, 0.07, 0.05, 0.67, -0.31, -0.42, 0.01, 0.01]}



{"formula": "C4H13NPS2", "method": "the ωB97M-V functional and the def2-TZVPD basis", "lumo_energy_ev": -3.194, "e_above_lowest_kj_mol": 74.4, "homo_lumo_gap_ev": 9.6544, "total_charge": 1, "multiplicity": 1, "species": ["H", "S", "H", "H", "C", "C", "N", "P", "C", "H", "H", "H", "H", "H", "H", "H", "C", "H", "H", "H", "S"], "coordinates": [[-1.03, 0.91, -1.32], [-0.25, 2.59, 2.21], [-0.78, 2.09, 3.32], [0.45, 1.87, -0.66], [0.61, -1.53, -2.60], [0.34, -0.35, 0.11], [1.19, -0.01, 1.47], [-1.69, 2.00, 0.81], [-0.52, 1.28, -0.46], [-1.44, -1.42, -0.45], [-1.73, 3.37, 0.10], [0.87, -0.53, 2.34], [-0.38, -1.11, -2.65], [1.09, -1.20, -3.44], [-1.26, -1.31, 1.31], [1.20, 0.99, 1.64], [-0.70, -1.38, 0.32], [-0.26, -2.40, 0.39], [2.12, -0.40, 1.23], [0.60, -2.58, -2.56], [1.59, -0.88, -1.14]], "lowdin_charge": [0.02, 0.39, -0.17, 0.08, -0.29, -0.66, 0.14, 0.53, -0.41, 0.07, -0.02, 0.18, 0.04, 0.01, 0.11, 0.00, -0.15, 0.10, 0.12, 0.03, 0.87]}



{"formula": "C4H13NS", "method": "the ωB97M-V functional and the def2-TZVPD basis", "smiles": "CCS.CNC", "lumo_energy_ev": 0.882, "e_above_lowest_kj_mol": 197.1, "homo_lumo_gap_ev": 9.9585, "multiplicity": 1, "species": ["N", "C", "C", "H", "H", "H", "H", "H", "H", "C", "H", "H", "H", "H", "S", "H", "H", "H", "C"], "coordinates": [[-0.94, 1.72, -1.20], [0.39, -1.94, 1.56], [0.35, 1.34, -1.89], [-0.07, 2.66, 0.62], [-0.89, 2.70, -1.52], [0.22, 1.41, -3.01], [0.02, -2.57, 2.49], [0.86, -1.04, 1.83], [2.44, -2.14, 0.86], [-0.65, -1.60, 0.47], [1.07, 2.11, -1.67], [-1.36, -0.89, 0.96], [-0.26, 0.83, 0.55], [0.72, 0.32, -1.47], [1.75, -3.18, 0.96], [-1.16, -2.41, -0.06], [-0.19, -1.14, -0.49], [-1.59, 2.01, 0.78], [-0.71, 1.79, 0.23]], "lowdin_charge": [-0.17, -0.53, -0.14, 0.10, 0.09, 0.09, 0.09, 0.02, -0.24, -0.20, 0.05, 0.07, 0.04, 0.08, 0.65, 0.06, 0.07, 0.05, -0.19]}



{"formula": "C4H13NS", "method": "the ωB97M-V functional and the def2-TZVPD basis", "lumo_energy_ev": -1.096, "e_above_lowest_kj_mol": 362.4, "homo_lumo_gap_ev": 3.7944, "multiplicity": 1, "species": ["H", "C", "C", "H", "H", "H", "H", "H", "C", "H", "H", "H", "H", "H", "H", "S", "N", "H", "C"], "coordinates": [[-1.17, -0.42, -1.20], [-3.14, 1.35, -2.48], [2.44, -0.01, 1.74], [2.40, -1.21, 3.56], [-1.08, -1.31, -2.76], [-3.90, 0.75, -2.01], [2.81, -0.19, 0.74], [3.80, -0.21, 3.38], [-1.70, -0.68, -2.12], [-1.11, 1.22, -2.72], [3.64, -1.72, 2.48], [2.68, 1.06, 1.83], [-2.60, -1.19, -1.83], [-3.00, 2.22, -1.84], [-2.05, 0.46, -3.84], [0.63, -0.22, 1.66], [-1.92, 0.60, -2.84], [-3.58, 1.86, -3.34], [3.10, -0.84, 2.83]], "lowdin_charge": [0.06, -0.02, -0.84, 0.03, 0.11, 0.10, 0.00, 0.05, 0.00, 0.18, 0.05, 0.02, 0.10, 0.11, 0.17, 0.03, -0.03, 0.10, -0.23]}



{"formula": "C4H13NS", "method": "the ωB97M-V functional and the def2-TZVPD basis", "smiles": "CNC.CSC", "lumo_energy_ev": 0.765, "e_above_lowest_kj_mol": 230.7, "homo_lumo_gap_ev": 9.2965, "multiplicity": 1, "species": ["H", "H", "H", "N", "H", "S", "H", "H", "C", "H", "C", "H", "H", "C", "H", "H", "H", "H", "C"], "coordinates": [[-1.10, -2.74, 0.96], [1.61, 2.74, 0.04], [-2.37, -3.96, 0.54], [2.00, 2.88, 1.02], [-0.61, -4.25, -0.01], [-1.94, -2.48, -1.42], [-0.67, -0.59, -1.99], [0.27, 3.44, 2.04], [2.45, 4.22, 1.25], [1.51, 2.44, 3.07], [-0.28, -1.64, -1.86], [1.97, 5.10, 0.70], [2.37, 4.61, 2.26], [-1.49, -3.46, 0.19], [0.39, 1.80, 1.85], [3.56, 4.26, 0.87], [0.54, -1.83, -1.29], [-0.11, -2.10, -2.80], [0.96, 2.64, 1.98]], "lowdin_charge": [0.03, 0.13, -0.01, -0.20, 0.07, 0.65, 0.04, 0.05, -0.21, 0.14, -0.36, 0.09, 0.06, -0.40, 0.03, 0.10, -0.01, -0.01, -0.19]}



{"formula": "C4H13NSi2", "method": "the ωB97M-V functional and the def2-TZVPD basis", "smiles": "[SiH3][SiH2]NC1CCC1", "lumo_energy_ev": 0.800, "e_above_lowest_kj_mol": 307.0, "homo_lumo_gap_ev": 9.9288, "multiplicity": 1, "species": ["H", "H", "H", "H", "H", "Si", "H", "H", "C", "C", "H", "Si", "C", "H", "C", "H", "N", "H", "H", "H"], "coordinates": [[-2.04, -1.53, -1.12], [-4.80, -0.17, 0.53], [1.54, 1.95, 0.10], [2.60, 1.28, -1.13], [0.72, -0.12, -1.86], [-1.58, -0.83, 0.13], [-0.11, 0.75, 0.59], [-3.82, 1.30, -1.05], [2.45, 0.11, 0.75], [1.85, -1.05, -0.07], [-3.89, 1.59, 1.06], [-3.57, 0.53, 0.13], [0.96, 0.03, -0.81], [1.29, -1.69, 0.46], [1.96, 1.11, -0.38], [2.48, -1.70, -0.62], [-0.28, 0.19, -0.17], [2.00, 0.23, 1.65], [3.52, 0.15, 0.95], [-1.28, -2.13, 0.87]], "lowdin_charge": [-0.09, -0.14, 0.09, 0.07, 0.13, 0.41, 0.03, -0.14, -0.13, -0.11, -0.16, 0.47, -0.38, 0.04, -0.09, 0.10, -0.21, 0.06, 0.10, -0.07]}



{"formula": "C4H13P3", "method": "the ωB97M-V functional and the def2-TZVPD basis", "smiles": "CC[P@@](C)(P)=PC", "lumo_energy_ev": 0.644, "e_above_lowest_kj_mol": 159.4, "homo_lumo_gap_ev": 7.5555, "multiplicity": 1, "species": ["P", "P", "C", "H", "C", "H", "H", "H", "C", "C", "H", "H", "H", "P", "H", "H", "H", "H", "H", "H"], "coordinates": [[0.33, -0.42, 0.41], [1.46, 1.34, 0.79], [-1.07, -0.40, -0.76], [-2.79, 1.19, -1.33], [-0.53, -0.86, 2.03], [-1.33, 1.63, -0.40], [-1.33, 0.01, 2.23], [-1.50, -1.46, -0.77], [-2.00, 0.82, -0.60], [1.84, 1.87, -0.98], [1.76, -2.70, 1.11], [1.03, 2.27, -1.57], [-2.64, 0.61, 0.23], [0.99, -2.55, -0.04], [2.45, 1.12, -1.57], [-0.66, -0.27, -1.80], [-1.05, -1.89, 1.84], [0.27, -0.94, 2.91], [2.02, -1.93, -0.81], [2.73, 2.58, -0.90]], "lowdin_charge": [0.28, 0.48, -0.49, 0.09, -0.36, 0.03, 0.07, 0.07, -0.18, -0.53, -0.17, -0.01, 0.04, 0.59, 0.01, 0.09, 0.04, 0.07, -0.16, 0.02]}



{"formula": "C4H14ClNSi2", "method": "the ωB97M-V functional and the def2-TZVPD basis", "s2": 2.0053, "lumo_energy_ev": [0.644, -1.674], "homo_lumo_gap_ev": [4.8208, 7.9688], "multiplicity": 3, "species": ["H", "Cl", "H", "C", "Si", "H", "H", "H", "Si", "C", "C", "H", "H", "H", "N", "H", "H", "H", "C", "H", "H", "H"], "coordinates": [[-2.16, 1.37, -1.62], [0.22, 1.87, 0.65], [2.98, 0.17, 1.80], [-0.91, -2.02, 0.43], [-1.86, 1.21, 0.92], [-0.95, -2.01, 1.48], [-0.51, -2.96, 0.12], [1.52, 1.58, -1.57], [1.46, -0.31, -0.07], [1.73, 0.61, -1.72], [-2.69, 0.99, -0.68], [-2.74, -0.14, -0.78], [1.20, 0.12, -2.53], [-1.84, -1.82, -0.04], [-0.11, -0.83, -0.08], [-2.40, 0.09, 1.70], [-2.25, 2.46, 1.73], [-3.68, 1.30, -0.64], [3.05, -0.50, 1.02], [3.25, -1.58, 1.38], [3.95, -0.16, 0.61], [2.74, 0.55, -2.12]], "lowdin_spin": [0.00, 0.14, 0.02, 0.09, 0.04, 0.02, 0.03, 0.01, 0.57, 0.10, 0.00, 0.00, 0.01, 0.00, 0.82, 0.01, 0.00, 0.00, 0.10, 0.02, 0.00, 0.01]}



{"formula": "C4H14F6MnN5O9S2", "method": "the ωB97M-V functional and the def2-TZVPD basis", "s2": 12.0028, "lumo_energy_ev": [0.055, 0.047], "e_above_lowest_kj_mol": 19.3, "homo_lumo_gap_ev": [3.2350, 10.3625], "multiplicity": 7, "species": ["S", "F", "Mn", "H", "O", "H", "C", "H", "H", "N", "C", "N", "F", "H", "C", "H", "O", "H", "N", "O", "N", "H", "O", "H", "F", "H", "H", "F", "O", "O", "O", "H", "H", "C", "F", "N", "S", "H", "O", "O", "F"], "coordinates": [[-2.34, 0.75, 0.91], [-0.71, 3.25, -0.86], [0.54, -0.43, -0.43], [-1.50, -4.69, 1.26], [1.14, 1.96, 2.00], [-3.28, -2.86, -0.78], [-1.44, -2.98, 0.17], [1.53, -0.81, 2.22], [-3.03, -4.05, 0.45], [-2.65, -3.36, -0.17], [2.72, 1.49, -1.44], [3.80, 1.03, -1.93], [0.90, 4.40, 0.26], [2.88, 2.90, -2.85], [-2.67, -0.17, 2.63], [-0.39, -0.50, -3.08], [-0.87, -2.17, -0.48], [1.44, -2.45, -1.94], [2.27, 2.51, -2.14], [1.46, -1.30, 1.40], [-0.61, 0.93, 0.63], [-0.05, 0.93, -2.70], [-2.85, -0.09, -0.14], [0.11, -3.96, 0.90], [-3.96, -0.48, 2.83], [4.25, 1.65, -2.60], [1.80, -2.17, 1.61], [-1.17, 4.66, 0.85], [-1.13, 2.61, 2.59], [-3.08, 2.03, 1.06], [0.07, 0.02, -2.42], [4.16, 0.17, -1.54], [1.43, 2.95, -1.81], [-0.33, 3.72, 0.32], [-1.90, -1.23, 2.57], [-0.90, -3.93, 0.95], [-0.22, 2.17, 1.53], [2.86, -2.06, -1.58], [2.06, 0.95, -0.51], [1.95, -1.90, -1.35], [-2.31, 0.55, 3.62]], "lowdin_spin": [0.02, 0.01, 4.87, 0.00, 0.01, 0.00, 0.03, 0.01, 0.00, 0.01, 0.05, 0.04, 0.00, 0.01, 0.00, 0.03, 0.07, 0.07, 0.01, 0.07, 0.04, 0.02, 0.01, 0.02, 0.00, 0.01, 0.02, 0.00, 0.01, 0.01, 0.11, 0.04, 0.00, 0.01, 0.00, 0.01, 0.02, 0.08, 0.07, 0.22, 0.00]}



{"formula": "C4H14FeIN3S", "method": "the ωB97M-V functional and the def2-TZVPD basis", "s2": 6.0226, "lumo_energy_ev": [0.314, 0.289], "e_above_lowest_kj_mol": 0.0, "homo_lumo_gap_ev": [5.7959, 6.6061], "multiplicity": 5, "species": ["Fe", "N", "H", "C", "N", "S", "H", "H", "H", "C", "H", "H", "C", "H", "H", "H", "H", "H", "I", "N", "H", "H", "C", "H"], "coordinates": [[0.31, -0.46, -0.53], [-1.06, -0.89, 1.15], [-1.02, -1.88, 1.43], [-0.99, 1.28, -0.39], [-0.82, -0.09, 2.34], [1.01, 1.23, 0.93], [-0.64, 2.10, -1.04], [0.16, 0.97, -2.92], [-1.75, 0.71, -0.95], [0.32, -1.25, -2.72], [-0.29, -1.29, -3.64], [1.42, 0.56, -1.70], [0.89, 0.20, -2.63], [-1.55, 1.73, 0.46], [-1.10, -0.55, 3.22], [1.11, -1.98, -2.86], [1.60, 1.59, 3.67], [-0.36, -1.63, -1.95], [1.77, -2.31, 0.26], [0.74, 1.06, 3.57], [1.71, 0.23, -3.37], [0.29, 0.73, 4.42], [0.29, 0.68, 2.36], [-2.04, -0.71, 0.90]], "lowdin_spin": [3.39, 0.04, 0.00, 0.19, 0.00, 0.11, 0.01, 0.00, 0.02, 0.03, 0.00, 0.01, 0.03, 0.01, 0.00, 0.00, 0.00, 0.01, 0.10, 0.01, 0.01, 0.00, 0.01, 0.00]}